{
  "formula": "C4H7NO",
  "method": "ωB97M-V/def2-TZVPD",
  "elements": ["C", "C", "C", "O", "C", "N", "H", "H", "H", "H", "H", "H", "H"],
  "xyz": [[1.30185, -0.28821, 1.08937], [0.26845, -0.43775, -0.68230], [-1.18796, -0.43755, -1.08013], [-1.73729, 0.53369, -0.16550], [-0.67638, 1.29219, 0.27316], [0.47652, 0.77874, -0.02145], [2.12276, -0.87066, 0.67552], [0.61612, -0.91203, 1.65694], [1.71397, 0.50871, 1.71455], [1.05980, -0.80025, -1.32694], [-1.70836, -1.39183, -0.94488], [-1.35344, -0.09227, -2.12180], [-0.89603, 2.11723, 0.93345]],
  "charge": 0,
  "e_above_lowest_kj_mol": 557.6,
  "homo_lumo_gap_ev": [7.3, 7.2],
  "total_energy_ev": -7793.86578,
  "lumo_ev": [0.6, 0.7]
}

{
  "formula": "C4H7NO",
  "method": "ωB97M-V/def2-TZVPD",
  "elements": ["C", "C", "O", "C", "C", "N", "H", "H", "H", "H", "H", "H", "H"],
  "xyz": [[-0.84726, 0.72091, 1.05654], [-0.97118, -0.69295, -0.20987], [-1.40940, -1.73837, 0.08255], [0.22510, -0.15902, -1.11504], [0.92600, 0.25417, 0.13241], [1.11680, -0.89677, -1.80658], [-1.23900, 1.59835, 0.53385], [-0.13788, 1.08772, 1.82034], [-1.64769, 0.26880, 1.65809], [-0.15167, 0.71280, -1.66151], [1.31387, -0.55212, 0.75491], [1.54655, 1.15062, 0.11606], [1.37252, -1.72044, -1.25629]],
  "charge": 0,
  "e_above_lowest_kj_mol": 612.1,
  "homo_lumo_gap_ev": [8.1, 8.1],
  "total_energy_ev": -7793.30071,
  "lumo_ev": [-0.4, -0.4]
}

{
  "formula": "C4H7NO",
  "method": "ωB97M-V/def2-TZVPD",
  "elements": ["O", "C", "C", "C", "N", "C", "H", "H", "H", "H", "H", "H", "H"],
  "xyz": [[2.05333, 0.98100, 0.11382], [0.97256, 0.21409, -0.37623], [0.19771, -1.34271, -0.17115], [-1.05582, -0.52077, 0.00516], [-0.80956, 0.21201, 1.24910], [-0.37139, 0.77669, -0.05066], [1.67379, 1.78569, 0.50193], [1.18661, 0.07994, -1.43085], [0.27247, -2.12242, 0.60113], [0.30135, -1.82731, -1.15138], [-2.04624, -0.71274, -0.38764], [-1.65042, 0.71372, 1.52493], [-0.73844, 1.74975, -0.36026]],
  "charge": 0,
  "e_above_lowest_kj_mol": 359.2,
  "homo_lumo_gap_ev": 10.4,
  "smiles": "O[C@H]1C[C@H]2N[C@@H]12",
  "total_energy_ev": -7795.92132,
  "lumo_ev": 1.0
}

{
  "formula": "C4H7NO",
  "method": "ωB97M-V/def2-TZVPD",
  "elements": ["C", "C", "N", "C", "C", "O", "H", "H", "H", "H", "H", "H", "H"],
  "xyz": [[1.89060, -0.33846, 0.26884], [0.68624, 0.20527, 0.70686], [0.06572, 1.30461, 0.53334], [-1.30052, 0.96402, 0.11507], [-1.18355, -0.53503, -0.02469], [-0.25883, -0.97203, 0.75487], [2.62758, 0.34257, -0.14200], [0.80822, -0.58842, -1.14749], [2.23566, -1.27802, 0.68440], [-2.05076, 1.24468, 0.87286], [-1.57975, 1.45047, -0.82474], [-0.01906, -0.55733, -1.40393], [-1.92155, -1.24234, -0.39338]],
  "charge": 0,
  "e_above_lowest_kj_mol": 561.6,
  "homo_lumo_gap_ev": [7.7, 7.7],
  "total_energy_ev": -7793.82331,
  "lumo_ev": [-0.2, -0.2]
}

{
  "formula": "C4H7NO",
  "method": "ωB97M-V/def2-TZVPD",
  "elements": ["O", "C", "C", "C", "C", "N", "H", "H", "H", "H", "H", "H", "H"],
  "xyz": [[0.43041, -1.02139, -2.31516], [0.11116, -0.49758, -1.27475], [0.20579, 0.92304, -0.78244], [0.41283, 0.81804, 0.72783], [-0.23007, -0.56689, 1.03478], [-0.71996, -1.01473, -0.26866], [0.81169, 1.64533, -1.34037], [-0.91037, 0.92716, -0.83419], [1.46194, 0.84658, 1.03756], [-0.09851, 1.63783, 1.24226], [0.53222, -1.26913, 1.38872], [-1.02066, -0.50591, 1.78775], [-1.17242, -1.90062, -0.39620]],
  "charge": 0,
  "e_above_lowest_kj_mol": 104.3,
  "homo_lumo_gap_ev": 10.2,
  "smiles": "O=C1CCCN1",
  "total_energy_ev": -7798.56300,
  "lumo_ev": 0.9
}

{
  "formula": "C4H7NO",
  "method": "ωB97M-V/def2-TZVPD",
  "elements": ["O", "C", "C", "N", "C", "C", "H", "H", "H", "H", "H", "H", "H"],
  "xyz": [[0.47371, 2.34360, -1.11926], [0.00767, 1.12740, -0.73057], [0.54278, -1.79081, -0.54128], [-0.62458, -1.52129, -0.13514], [-0.67559, -0.58411, 0.97955], [-0.45257, 0.82416, 0.48379], [0.66888, 2.84951, -0.32042], [0.06047, 0.41395, -1.54554], [1.45411, -1.40398, -0.05920], [0.67353, -2.39131, -1.44185], [0.10686, -0.80790, 1.72679], [-1.63906, -0.68276, 1.49246], [-0.59621, 1.62352, 1.21069]],
  "charge": 0,
  "e_above_lowest_kj_mol": 229.0,
  "homo_lumo_gap_ev": 9.7,
  "smiles": "C=NC/C=C/O",
  "total_energy_ev": -7797.27092,
  "lumo_ev": 0.9
}

{
  "formula": "C4H7NO",
  "method": "ωB97M-V/def2-TZVPD",
  "elements": ["C", "N", "C", "C", "C", "O", "H", "H", "H", "H", "H", "H", "H"],
  "xyz": [[1.69103, 0.37274, -0.07211], [0.23268, 0.18227, -0.11640], [-0.44942, 1.29824, -0.28652], [-0.28453, -1.01687, 0.25044], [-1.70233, -1.22052, 0.19822], [-2.31773, -2.13273, 0.73082], [1.95308, 1.28656, -0.60928], [2.22191, -0.48476, -0.47941], [1.94072, 0.51169, 0.98221], [-1.44497, 1.37607, 0.11274], [0.01326, 2.10335, -0.83661], [0.38793, -1.81293, 0.54231], [-2.24164, -0.46311, -0.41640]],
  "charge": 0,
  "e_above_lowest_kj_mol": 296.2,
  "homo_lumo_gap_ev": 7.7,
  "total_energy_ev": -7796.57425,
  "lumo_ev": 0.0
}

{
  "formula": "C4H7NO",
  "method": "ωB97M-V/def2-TZVPD",
  "elements": ["C", "C", "C", "C", "H", "H", "H", "H", "H", "H", "H", "N", "O"],
  "xyz": [[0.75864, 1.04105, -0.76449], [0.13650, 0.47441, 0.33826], [-1.07515, -0.38763, -0.24171], [0.60624, -0.68541, 0.99710], [0.08733, 1.74589, -1.40363], [1.74801, 1.62492, -0.45941], [1.12273, -0.04436, -1.16164], [-0.23575, 1.27897, 1.07480], [-2.06739, 0.14049, 0.15459], [-1.26188, -0.48326, -1.24063], [-0.88827, -2.26591, 0.37613], [-0.32309, -1.45010, 0.41264], [1.39209, -0.98907, 1.91801]],
  "charge": 0,
  "e_above_lowest_kj_mol": 347.0,
  "homo_lumo_gap_ev": 10.6,
  "total_energy_ev": -7796.04822,
  "lumo_ev": 0.9
}

{
  "formula": "C4H7NO",
  "method": "ωB97M-V/def2-TZVPD",
  "elements": ["C", "C", "O", "C", "C", "N", "H", "H", "H", "H", "H", "H", "H"],
  "xyz": [[-1.83340, -0.79098, 0.35371], [-0.55960, -0.28323, -0.28661], [0.14186, 0.48770, 0.67978], [1.28036, 1.11038, 0.16947], [2.30644, 0.14500, -0.29607], [3.08575, -0.62134, -0.67368], [-2.47332, 0.04374, 0.65444], [-2.38619, -1.41831, -0.35249], [-1.60018, -1.38720, 1.24058], [-0.78265, 0.34197, -1.16648], [0.07221, -1.11911, -0.62149], [1.70865, 1.71503, 0.97327], [1.04007, 1.77636, -0.67444]],
  "charge": 0,
  "e_above_lowest_kj_mol": 144.4,
  "homo_lumo_gap_ev": 11.7,
  "smiles": "CCOCC#N",
  "total_energy_ev": -7798.14773,
  "lumo_ev": 0.9
}